15
Properties=species:S:1:pos:R:3 method="wB97M-V/def2-TZVPD" e_homo_ev=-9.179 e_above_lowest_kcal_mol=18.2 charge=0 e_tot_ha=-1016.15937 spin_multiplicity=1
C 0.35186 0.22670 -2.15912
C -0.04382 0.59292 -0.71659
C 0.07114 -0.43736 0.35204
C -0.45225 0.27656 1.57384
H 1.15222 -0.50685 -2.17328
H -0.43757 -0.49021 -2.51882
H 0.47544 1.09628 -2.77691
H -0.97880 1.00336 -0.56300
H 0.63189 1.43364 -0.38544
H 1.08227 -0.70900 0.53298
H 0.17721 1.17335 1.74158
H -1.55448 0.50645 1.25625
H 0.72181 -1.51917 2.77108
S -0.36005 -0.72398 3.13419
Cl -0.83687 -1.92270 -0.06882

***

15
Properties=species:S:1:pos:R:3 method="wB97M-V/def2-TZVPD" e_homo_ev=-9.314 e_above_lowest_kcal_mol=60.6 charge=0 e_tot_ha=-1016.09182 spin_multiplicity=1
C 0.18735 1.21141 -1.20049
C 0.52724 -0.10217 -0.18805
C 0.81399 0.53530 1.35145
C -0.56365 -1.16000 -0.02549
H 0.87896 1.88644 -1.16315
H 0.33385 1.06635 -2.35330
H -0.73787 1.57924 -1.00253
H 1.66372 1.26762 1.37420
H 1.08742 -0.32184 2.03561
H 0.02663 1.20911 1.58745
H -0.37928 -1.98026 -0.87032
H -0.57743 -1.80766 0.88335
H -2.97374 -1.73812 0.43391
S -2.44633 -0.55731 -0.32116
Cl 2.15915 -1.08812 -0.54149

***

16
Properties=species:S:1:pos:R:3 method="wB97M-V/def2-TZVPD" e_homo_ev=-9.279 e_above_lowest_kcal_mol=27.4 charge=0 e_tot_ha=-412.24199 spin_multiplicity=1
C -0.30261 -1.30529 -0.88753
C 1.93993 0.63072 0.30057
C -0.32473 -0.19281 0.19646
C -1.68792 0.42230 0.38268
N 0.65549 0.79519 -0.17264
F -2.11934 0.80609 -0.86921
F -2.54007 -0.52985 0.84722
H -0.50399 -0.99836 -1.90138
H -1.23513 -1.96464 -0.54770
H 0.58875 -1.96773 -0.97757
H 2.44033 1.66439 0.29963
H 1.88979 0.02790 1.28132
H 2.61654 0.24548 -0.43114
H -0.16148 -0.52310 1.20575
H -1.48658 1.28922 1.00981
H 0.23104 1.60048 0.26373

***

16
Properties=species:S:1:pos:R:3 method="wB97M-V/def2-TZVPD" e_homo_ev=-9.282 e_above_lowest_kcal_mol=12.5 charge=0 e_tot_ha=-412.26573 spin_multiplicity=1
C 1.03098 -1.75633 -0.12132
C -1.56958 1.28639 0.26743
C 0.58605 -0.11123 0.29412
C -0.92201 -0.00264 -0.01743
N 1.53939 0.72824 -0.34126
F -1.21528 -0.37854 -1.29981
F -1.43052 -1.02527 0.71005
H 1.98938 -1.96600 0.24390
H 1.04664 -1.90005 -1.13926
H 0.19063 -2.25618 0.36548
H -0.91134 2.15813 -0.06709
H -2.45667 1.29156 -0.26559
H -1.63437 1.50129 1.33135
H 0.76181 -0.19661 1.39489
H 1.35529 0.88400 -1.35868
H 1.63963 1.74323 0.00324

***

23
Properties=species:S:1:pos:R:3 method="wB97M-V/def2-TZVPD" e_homo_ev=-5.941 e_above_lowest_kcal_mol=37.6 charge=-1 e_tot_ha=-1528.14918 spin_multiplicity=1
C 1.68624 0.16862 -0.00226
C 0.91470 1.96532 1.59789
C 0.75706 0.48242 1.16051
C -2.84572 -0.64528 0.46285
N -2.53761 -3.39243 0.50260
O -2.21735 1.23190 2.36547
O -2.39083 1.96808 -0.13638
O -0.68072 -2.33447 -0.71327
O -0.59008 -2.17225 1.75478
O -0.53986 0.36183 0.58556
F -3.34412 -0.94592 -0.72582
F -3.76541 -1.12692 1.30877
P -1.99426 0.97327 0.90989
S -1.37314 -2.09888 0.53763
H 1.41678 0.75185 -0.80835
H 2.82734 0.20962 0.32464
H 1.54112 -0.98274 -0.19233
H 0.79591 2.56308 0.69176
H 1.93958 2.01215 1.94056
H 0.11327 2.11821 2.25167
H 0.85833 -0.12322 2.10108
H -3.10673 -3.25533 -0.39519
H -3.02582 -2.98959 1.33226

***

18
Properties=species:S:1:pos:R:3 method="wB97M-V/def2-TZVPD" e_homo_ev="-7.919 / -8.190" e_above_lowest_kcal_mol=110.3 charge=0 e_tot_ha=-566.71242 spin_multiplicity=1
C -0.15359 1.67197 0.66954
C 0.77470 0.48947 -1.45964
C 1.22760 -0.43923 0.79451
C 0.44343 0.49124 0.01323
N -1.58014 -1.90334 -0.13496
N -1.54480 -0.96585 0.74652
F 1.01097 -0.27759 2.14242
F 2.58262 -0.25651 0.68914
F -2.44187 0.00983 0.32716
H -0.96695 1.88545 0.02745
H 0.52426 2.50965 0.60173
H -0.60333 1.22083 1.52853
H 0.15126 1.28188 -1.82333
H 1.83259 0.62730 -1.70410
H 0.58523 -0.40187 -2.05041
H 0.97803 -1.52854 0.71093
H -0.92433 -2.62787 0.02887
H -1.89570 -1.78684 -1.10759

***

17
Properties=species:S:1:pos:R:3 method="wB97M-V/def2-TZVPD" e_homo_ev=-8.229 e_above_lowest_kcal_mol=102.1 charge=0 e_tot_ha=-765.21985 spin_multiplicity=1
C -0.13864 0.42918 -0.97995
C -0.62354 -0.97124 -0.35545
C 0.37872 0.03231 0.26102
C 1.75793 -0.59949 0.27900
H -1.80769 1.66992 -1.81428
H -1.30714 2.02335 0.00564
H 0.58895 0.22111 -1.78541
H -0.08792 -1.85643 -0.90833
H -1.99593 -2.19436 0.84635
H -0.19063 0.54878 2.36417
H 0.15857 1.69737 1.02190
H 1.54725 -1.25570 1.23422
H 2.49406 0.13638 0.35953
N -0.90783 1.59183 -1.08467
N 0.38559 0.86338 1.38622
F 2.09066 -1.25954 -0.86701
S -2.34242 -1.07687 0.03705

***

17
Properties=species:S:1:pos:R:3 method="wB97M-V/def2-TZVPD" e_homo_ev=-8.829 e_above_lowest_kcal_mol=127.7 charge=0 e_tot_ha=-765.17909 spin_multiplicity=1
C 0.88911 1.32422 -0.29058
C 0.77308 -0.14302 0.30202
C 2.16708 -0.92574 0.51444
C -1.40908 -0.81895 -0.51406
H 0.94316 1.23968 -1.45609
H 2.35764 1.50356 0.08915
H 0.02662 2.16137 0.10669
H 0.38418 -0.15750 1.24603
H 2.40284 -0.49639 1.48610
H 1.98874 -1.99161 0.34518
H -2.08570 -1.23720 -1.36459
H -1.68267 0.58433 0.94342
H -4.03854 0.91343 -0.63181
N -0.08477 -1.08315 -0.53210
N -2.14038 -0.06944 0.18838
F 3.24663 -0.45376 -0.44101
S -3.73794 -0.34987 0.00884

***

What did the sixth record say?
18
Properties=species:S:1:pos:R:3 method="wB97M-V/def2-TZVPD" e_homo_ev="-7.919 / -8.190" e_above_lowest_kcal_mol=110.3 charge=0 e_tot_ha=-566.71242 spin_multiplicity=1
C -0.15359 1.67197 0.66954
C 0.77470 0.48947 -1.45964
C 1.22760 -0.43923 0.79451
C 0.44343 0.49124 0.01323
N -1.58014 -1.90334 -0.13496
N -1.54480 -0.96585 0.74652
F 1.01097 -0.27759 2.14242
F 2.58262 -0.25651 0.68914
F -2.44187 0.00983 0.32716
H -0.96695 1.88545 0.02745
H 0.52426 2.50965 0.60173
H -0.60333 1.22083 1.52853
H 0.15126 1.28188 -1.82333
H 1.83259 0.62730 -1.70410
H 0.58523 -0.40187 -2.05041
H 0.97803 -1.52854 0.71093
H -0.92433 -2.62787 0.02887
H -1.89570 -1.78684 -1.10759